Here is 13 unconnected molecules or ions with the total composition C30H78O30S4 from the Open Molecules 2025 dataset. Energies are from the ωB97M-V functional and the def2-TZVPD basis.

Properties
ΔE to the lowest compared entry with this formula, charge and spin = 86.8 kcal/mol
Maximum force = 3.71 eV/A
Gap between HOMO and LUMO = 0.35355 Eh
LUMO level = -0.2 eV
Net charge = 0

Structure (XYZ):
```
142
C30H78O30S4 (the ωB97M-V functional and the def2-TZVPD basis)
H 12.96250 10.78704 -23.80444
O 15.56160 2.68162 -18.92823
H 5.18813 15.51248 -23.03643
H 6.86661 11.04687 -17.16270
H 8.24513 7.14036 -22.25666
O 12.23565 18.77783 -24.62614
H 8.08301 5.34027 -22.03092
H 17.69261 5.76263 -22.77986
C 12.89174 3.52161 -17.95033
C 10.14025 17.35993 -17.07461
H 8.48304 14.16332 -27.83186
H 4.09817 14.21672 -26.84841
H 15.75509 7.01143 -24.40578
H 7.82026 18.41675 -15.95080
H 9.52456 8.68451 -29.84084
C 8.80561 8.87985 -27.98305
O 15.71231 9.82868 -14.15354
C 13.32557 4.67317 -18.91866
H 11.69107 12.64462 -24.87345
H 11.80901 20.65116 -25.27374
O 9.68427 8.32501 -28.96515
S 15.47838 3.28299 -24.29330
C 19.71181 12.84060 -25.16140
H 9.49039 6.81978 -27.48522
H 20.23674 12.00283 -24.70239
H 15.56856 5.12535 -25.82974
C 14.08420 20.25796 -24.89610
H 13.33715 4.31755 -19.94895
H 5.66816 13.26848 -16.60685
H 7.02611 6.48340 -20.24942
O 18.87615 13.17931 -22.90255
H 6.46314 11.49623 -14.42153
C 11.95631 11.04433 -23.47355
C 10.21538 12.88037 -23.17345
H 13.88696 9.57791 -15.92152
C 15.03296 5.02714 -24.88550
H 2.46761 17.15504 -21.67091
H 7.30289 13.41914 -17.10528
C 17.20547 5.41197 -23.68972
H 16.91876 3.61605 -22.54348
H 10.88476 17.40595 -17.86939
C 12.64409 19.96508 -25.41525
H 12.58399 5.43689 -18.68434
O 5.67689 15.78547 -22.25656
H 7.30947 8.05083 -26.52158
H 8.57536 17.80281 -29.37676
H 13.94400 4.98623 -24.90976
H 3.21929 15.39756 -19.96254
H 12.65399 10.59194 -15.13380
H 12.54620 11.39368 -21.25906
O 16.46089 3.89212 -16.82078
H 19.59366 12.61490 -26.22121
O 14.60118 2.95268 -23.16210
O 14.61352 4.93510 -18.33482
H 5.60604 15.91606 -20.22438
S 10.38868 12.08010 -21.51827
H 5.35855 14.38055 -20.77707
C 13.71271 10.50697 -15.37875
H 15.24330 6.00879 -23.03654
H 8.55880 17.50889 -18.55660
O 8.42701 5.20242 -19.50136
O 11.83164 19.45391 -22.19426
C 6.96581 11.51926 -16.18540
O 7.04394 13.87519 -15.21156
H 3.08193 15.05243 -21.74795
H 15.56400 8.88624 -14.04669
O 6.09512 11.01796 -15.16814
O 10.94264 13.08109 -20.59669
H 9.04778 18.98560 -17.79320
H 18.79102 12.32984 -22.46352
H 8.03760 9.53042 -28.40141
H 4.91002 11.26226 -28.69097
H 10.33287 17.60296 -15.26295
H 4.07313 11.88374 -26.22726
H 9.79759 15.31344 -27.74727
H 10.08933 16.30477 -16.80605
H 9.10091 4.70613 -19.97162
H 6.86576 14.81212 -15.32118
C 7.95009 7.69531 -27.32862
H 12.60335 19.68103 -26.46680
O 13.39311 17.60517 -22.60113
O 14.01971 19.96329 -23.47164
C 8.54123 6.26461 -21.67918
C 5.09528 15.40497 -21.04048
H 12.78368 2.58510 -18.49749
H 9.33653 9.42430 -27.20215
H 11.51169 9.99993 -21.50994
H 13.40439 12.27397 -16.12365
C 6.68505 13.02702 -16.29745
O 3.27784 17.02437 -21.17285
H 13.73928 10.04924 -13.32721
H 14.32945 21.28363 -25.17169
O 10.69288 18.11248 -15.99260
C 3.54860 15.65547 -20.96908
O 9.93195 13.97373 -29.22897
C 11.78298 10.97485 -21.91495
O 15.68859 2.37731 -25.37948
O 9.23837 11.24093 -21.18250
H 7.39045 7.09719 -28.04776
O 14.09741 11.60991 -16.14231
O 9.96993 6.28843 -21.84808
O 13.99747 3.24122 -17.04591
O 20.58095 13.92846 -25.06300
H 8.55018 7.25170 -19.78026
H 17.89461 5.61731 -24.50888
H 9.95635 13.91942 -22.97003
H 14.57849 11.52387 -13.74484
O 3.37569 12.53630 -28.78781
C 8.11011 6.36933 -20.24487
H 5.76892 12.02735 -26.47217
H 7.84941 15.36257 -30.12281
C 8.80407 17.94330 -17.58747
H 17.74503 12.31946 -24.42153
C 4.81405 12.42654 -26.81421
C 11.58980 12.48745 -23.79961
C 4.66812 12.26523 -28.33935
H 17.99855 14.03758 -24.52771
H 14.88395 19.61661 -25.26648
S 12.83693 18.87942 -23.05086
O 8.88510 6.89370 -26.74376
H 10.10209 14.37756 -30.08312
H 5.41042 12.83622 -28.89708
H 11.29128 10.32333 -23.94894
H 11.92051 3.53292 -17.45567
H 9.38493 12.40963 -23.69963
C 14.41972 10.49110 -14.05512
H 7.42396 16.10914 -28.59185
H 8.00502 11.35840 -15.89855
C 17.09801 3.89141 -23.58278
H 12.31002 13.17915 -23.36264
C 15.83171 6.02244 -23.95398
H 20.74893 14.17968 -24.15180
O 7.71602 17.86650 -16.73052
O 9.05046 16.97752 -29.49830
C 9.11847 14.81089 -28.43599
O 4.92121 13.85307 -26.51380
C 8.26292 15.83154 -29.22997
H 17.90483 3.27603 -23.98083
H 3.35293 12.38972 -29.73628
H 10.27422 6.07071 -22.73216
C 18.47585 13.10463 -24.22788
S 15.39265 3.62098 -17.78683
```